44
Properties=species:S:1:pos:R:3 method="wB97M-V/def2-TZVPD" homo_lumo_gap_ev=6.41 smiles="Cc1ccc([C@H](CN=[N+]2CCCC2)c2ccccc2)cc1" total_energy_ev=-23047.4435 homo_energy_ev=-11.43 e_above_lowest_kj_mol=289.9 charge=+1 lumo_energy_ha=-0.1845
C -2.75074 -4.97366 -0.20912
C -1.97149 -5.69560 -1.10592
H -0.62675 -1.87475 3.27713
H -1.14219 1.94594 3.45576
H -1.65948 -3.21868 1.55949
H -4.94163 -1.44718 -4.17834
H 0.11099 2.13687 2.21602
H 0.02306 0.13038 4.34186
H -1.91804 -8.60222 0.59585
H -1.90037 -1.30652 -6.27454
N -2.31822 -1.21877 0.91593
H -2.54628 1.34382 1.64671
H -1.15753 1.01735 0.62994
C -2.98379 -3.40076 -0.25491
C -2.14538 -7.58265 0.36615
C -4.06480 -1.85275 -3.72222
C -3.36888 -5.58136 0.87950
C -4.16713 -2.41563 -2.46576
C -1.65352 -6.99477 -0.78098
H 0.28779 -1.42896 1.83029
H 1.24131 0.26377 3.06134
H -1.68842 -5.26189 -2.05095
H -3.91292 -3.00539 0.16339
C -0.40675 -1.05270 2.58495
H -3.65643 -1.25796 -6.31456
C -2.98281 -2.83995 -1.84365
C -3.03496 -6.88739 1.16900
H -0.89453 -3.26247 -2.09464
H -0.99937 -7.53338 -1.41862
N -1.60128 -0.62570 1.78122
C -2.78405 -1.02123 -5.69844
C -1.79429 -2.85498 -2.55961
C -1.98205 -2.72823 0.56921
C -2.85698 -1.69687 -4.37865
H -0.77176 -2.19566 -4.29135
C -1.56254 0.85976 1.63688
H -3.47010 -7.32584 2.04932
H -4.12224 -5.00078 1.43223
C -1.73047 -2.26112 -3.82092
H -2.76454 0.07048 -5.62821
C 0.15910 0.19687 3.25485
H -1.17093 -2.59583 -0.18595
H -5.11456 -2.51572 -1.93523
C -0.58834 1.41543 2.67181



74
Properties=species:S:1:pos:R:3 method="wB97M-V/def2-TZVPD" homo_lumo_gap_ev=7.69 total_energy_ev=-65811.4876 homo_energy_ev=-8.53 lumo_energy_ha=-0.0308
H -0.96948 2.30016 0.31635
H -3.99526 -2.08756 1.78135
C 0.43394 -3.57728 -0.18021
C -1.10254 -1.80773 -1.27438
O 7.57830 2.29760 -5.71568
F 7.64426 -0.06541 -5.87065
O 0.06080 0.92530 3.95930
H -5.27962 -0.39983 2.45286
C -2.28928 -1.75321 -2.26492
H -4.43323 1.37892 0.34961
H -0.76104 2.97807 3.32483
H -1.71225 -3.52194 -0.01086
N 0.39941 1.03169 -1.49700
C 3.10641 0.58384 -1.06185
H -6.44059 -1.08411 1.36535
O 4.39063 2.37480 -4.36042
N -0.16980 -0.19119 0.44452
B 7.50560 0.99365 -4.99097
F -1.49623 4.72738 0.68934
O 6.13107 0.97877 -4.38237
C -0.55716 0.65141 1.65386
C -1.92224 -0.02333 2.04881
H 0.46996 -0.81500 2.88726
C 2.65150 1.32109 -2.10309
C -3.64340 -1.62728 0.86171
H 0.67102 -5.75102 -0.29884
H -2.45538 -2.71783 -2.73240
H 1.13258 -3.61276 -1.01112
H -3.62484 -2.40900 0.11104
H 1.00351 2.09305 -3.17996
H -6.23388 0.65123 1.33606
C -2.21248 -1.15311 1.04018
H -2.10234 -1.04289 -3.06296
F -2.95173 0.78746 2.43015
F 8.46319 0.93375 -3.99136
H -3.20790 -1.48348 -1.75467
C 0.41848 -4.98724 0.42927
C -1.19090 3.05468 2.33464
C -0.55431 2.12440 1.30265
F 1.88833 -0.07424 4.81360
C -1.40557 -0.76219 -0.19353
C 1.32176 1.52589 -2.32214
F 0.97044 1.59482 5.83777
C -0.94770 4.48263 1.89150
C -0.95624 -3.24460 -0.74096
H -1.68527 -2.01612 1.45904
H 0.49461 2.41759 1.22038
F -0.03402 -0.31537 5.79620
H 3.36366 1.74635 -2.79595
H -1.83890 0.06212 -0.74984
H -0.20255 -1.57592 -1.83791
F 0.34732 4.78524 1.83726
H 0.74939 -2.86228 0.58246
H 1.41406 0.61939 2.45924
C 2.16097 0.07102 -0.20749
C 0.42467 0.26746 2.75375
C 6.44092 2.94420 -5.56312
H 2.45873 -0.52510 0.64014
H -2.26704 2.95514 2.36576
H -1.68570 -0.55952 2.96804
H -5.16059 -0.94973 -0.47226
C 0.87059 0.35359 -0.49067
C -5.70416 -0.28950 1.46010
C -4.63669 -0.53755 0.39163
H 0.29796 -1.01683 0.82998
H 1.15341 -5.06197 1.22759
F -1.52812 5.33022 2.76100
H -0.54211 -5.22518 0.87903
O 6.16923 4.02243 -6.01576
H -1.11216 -3.90842 -1.58704
H 4.15750 0.42447 -0.89985
C 0.72519 0.51988 5.08254
O -3.97171 0.63936 -0.05343
C 5.51498 2.08662 -4.70256



16
Properties=species:S:1:pos:R:3 method="wB97M-V/def2-TZVPD" homo_lumo_gap_ev="7.60 / 7.60" total_energy_ev=-7851.7008 homo_energy_ev="-7.80 / -7.80" e_above_lowest_kj_mol=623.2 lumo_energy_ha="-0.0074 / -0.0076"
H -0.77856 -0.69545 -1.79505
C 2.65878 0.78340 0.42353
H -1.13236 1.40819 -0.72770
H 2.89940 -0.93835 -0.06270
H -2.85290 -0.37077 -0.85968
C 2.00997 -0.28244 -0.11338
C -0.32804 -1.05253 -0.84303
C 1.12369 -0.83531 -1.00195
C -2.41411 -0.17384 0.12093
H 3.44482 0.56527 1.14518
C -1.38557 0.89310 0.20117
H -0.50965 -2.14050 -0.86545
H -3.07616 -0.37219 0.96090
N -1.01241 -0.50118 0.32029
H 2.58762 1.79949 0.06201
H -1.26933 1.49174 1.10028



9
Properties=species:S:1:pos:R:3 method="wB97M-V/def2-TZVPD" homo_lumo_gap_ev=8.65 total_energy_ev=-6152.9310 homo_energy_ev=-8.20 e_above_lowest_kj_mol=286.5 lumo_energy_ha=0.0167
C 2.01852 0.13773 -0.20932
N 0.98000 0.46198 -0.74515
H -2.08981 -0.42591 0.00222
N -0.38307 -0.66610 1.20372
C -0.29607 0.37786 -0.92251
H -1.00767 -1.14617 1.84900
H -0.75739 0.75917 -1.82458
C -1.01464 -0.28287 0.15919
H 2.55013 0.78431 0.48742



79
Properties=species:S:1:pos:R:3 method="wB97M-V/def2-TZVPD" homo_lumo_gap_ev="8.50 / 5.77" multiplicity=6 total_energy_ev=-138136.6699 homo_energy_ev="-9.56 / -9.55" lumo_energy_ha="-0.0389 / -0.1390"
F 12.69902 3.08039 6.57009
H 19.93970 8.34542 10.93906
H 15.23620 -0.28880 14.13617
H 19.16440 -3.66476 11.98810
H 16.91958 -2.99593 8.68747
F 18.85910 2.98912 8.35378
C 15.51666 -1.57273 12.49498
H 20.62144 -0.94672 11.60637
H 18.34826 2.75234 12.92926
N 20.30962 -0.37085 12.36535
N 21.48521 -1.89606 13.62596
H 21.74910 -2.20093 14.54464
H 16.54563 -1.23252 12.59443
C 13.54375 2.17510 14.06663
F 20.29185 2.40918 9.84479
F 12.37615 1.77026 13.52243
O 21.41016 4.26359 6.11703
H 13.70856 -0.80325 13.46337
H 20.83314 5.15287 11.79374
F 13.77963 1.46059 15.16675
C 14.71366 -0.46891 13.19211
H 17.52569 3.91763 13.50744
N 21.73895 4.37149 8.39188
N 20.10562 5.49544 12.39091
H 13.80194 1.00926 9.46896
H 22.10256 4.92377 9.14563
H 18.75442 -2.07826 11.41371
O 18.54898 7.12910 12.68484
O 15.46680 4.70720 6.24624
C 20.69354 -0.76410 13.61462
H 18.49103 2.65086 5.88960
H 20.95344 1.44657 6.43684
C 19.55599 6.71035 12.13340
H 20.98465 7.07867 10.64027
O 15.01729 3.38237 8.28981
H 16.62246 5.08418 11.19668
N 18.65379 -3.07409 11.35840
O 21.64933 0.78756 6.57064
N 22.88298 5.73678 6.94860
H 16.83989 5.31781 9.68491
C 13.82425 2.57073 6.06666
H 21.26648 0.13844 7.16266
H 19.62951 4.87043 13.03435
O 16.63527 2.01148 9.94121
H 22.05800 -2.01195 12.80881
H 23.24930 5.82498 6.01635
H 15.65365 1.90758 13.67334
F 19.57647 0.93921 8.36938
C 21.97347 4.71588 7.10205
C 18.05249 -3.61208 10.25813
H 15.21896 -1.77492 11.46906
O 19.35523 2.50345 5.48779
H 17.16971 -1.75946 9.86521
O 17.85510 -0.08754 10.10677
C 19.26458 1.98632 9.10421
H 23.45471 6.08065 7.69796
N 20.11345 7.36122 11.05143
S 17.91110 1.33816 10.29546
O 18.16795 -4.78865 9.93434
O 14.57642 0.74712 12.46078
O 14.96568 2.95725 12.15755
H 20.94222 3.82188 8.65502
H 19.90581 3.25268 5.77718
S 15.35932 3.39709 6.83456
O 13.64993 1.81089 9.98970
H 12.77266 1.70840 10.38042
H 15.32959 -2.48209 13.06334
O 18.31739 1.82821 11.60200
O 20.39118 -0.19274 14.64986
O 16.44949 2.50098 6.51940
F 13.33027 3.45312 14.41450
C 14.72352 1.99133 13.09036
N 17.25038 -2.73769 9.59943
F 13.81965 2.77794 4.76353
O 16.39595 4.73575 10.31801
H 19.64226 0.37700 12.29131
O 18.39201 3.50284 13.56690
F 13.88794 1.27189 6.33897
Fe 15.10224 3.18471 10.23129



10
Properties=species:S:1:pos:R:3 method="wB97M-V/def2-TZVPD" homo_lumo_gap_ev=8.38 total_energy_ev=-28258.4837 homo_energy_ev=-8.27 e_above_lowest_kj_mol=413.5 lumo_energy_ha=0.0040
C -0.81486 -1.96228 -0.77577
N -1.12894 -0.86199 -0.55718
N -0.64801 1.06188 0.60531
H -1.13243 -3.04317 -0.85502
H -0.77259 2.02753 0.29209
S 2.11586 -0.95386 0.61315
S 2.44239 1.89801 -0.57293
H -0.90560 1.15216 1.54643
C 2.32155 0.44107 -0.02043
N -1.47736 0.24064 -0.27565